1.
2 unconnected molecules or ions with the total composition C3H12N3O at a distorted geometry. Source: the Open Molecules 2025 dataset; level of theory: ωB97M-V/def2-TZVPD.

The HOMO energy is -14.539 eV. The total charge is +1. The spin multiplicity is 1. Its orbital gap is 11.204 eV. The calculation puts the energy above the lowest of the compared OMol25 structures with the same formula, charge and spin at 48.3 kcal/mol.

The geometry in XYZ format:
```
19
Properties=species:S:1:pos:R:3:nbo_charge:R:1
C 2.014 -0.620 0.669 -0.678
C 1.398 0.675 0.471 -0.244
N -0.034 0.599 0.205 -0.560
C -0.519 0.332 -1.031 0.686
N -1.756 -0.358 -1.235 -0.809
N 0.302 0.165 -2.125 -0.796
H 1.510 -1.553 0.823 0.247
H 2.703 -0.570 1.662 0.248
H 2.610 -0.914 -0.138 0.228
H 1.421 1.373 1.428 0.241
H 2.086 1.360 -0.319 0.225
H -0.726 0.609 0.992 0.465
H -2.287 -0.451 -0.345 0.422
H -2.416 0.078 -1.916 0.416
H 0.076 -0.677 -2.679 0.441
H 1.280 0.541 -2.188 0.430
H -2.387 -0.798 2.323 0.504
H -2.996 0.401 1.799 0.495
O -2.279 -0.191 1.604 -0.960
```

=====

2.
A molecular structure, C3H12N3O at a distorted geometry. Source: the Open Molecules 2025 dataset; level of theory: ωB97M-V/def2-TZVPD.

The HOMO energy (spin up / spin down) is -17.486 / -17.482 eV. The total charge is +2. The spin multiplicity is 2. Its orbital gap (spin up / spin down) is 5.804 / 5.350 eV. The calculation puts the energy above the lowest of the compared OMol25 structures with the same formula, charge and spin at 114.2 kcal/mol.

The geometry in XYZ format:
```
19
Properties=species:S:1:pos:R:3:mulliken_spin:R:1
C -0.453 2.320 1.197 0.005
C 0.697 1.456 0.752 0.003
N 0.361 0.138 0.225 0.090
C 0.036 0.042 -1.107 -0.014
N 0.249 -1.106 -1.808 0.165
N -0.716 1.067 -1.567 0.790
H -1.146 2.745 0.464 0.000
H -1.027 1.905 2.018 -0.002
H -0.022 3.367 1.781 -0.001
H 1.234 1.224 1.680 0.002
H 1.452 2.038 0.190 -0.006
H 1.134 -0.518 0.351 0.002
H 0.067 -1.940 -1.234 -0.003
H -0.409 -1.126 -2.591 -0.001
H -1.148 0.873 -2.474 -0.030
H -0.058 3.985 2.315 -0.001
H -1.021 -3.654 1.498 0.000
H 0.281 -3.551 2.267 0.000
O -0.081 -3.532 1.372 0.001
```

=====

3.
A molecular structure, C3H12N3OPS at a distorted geometry. Source: the Open Molecules 2025 dataset; level of theory: ωB97M-V/def2-TZVPD.

The HOMO energy is -8.210 eV. The spin multiplicity is 1. Its orbital gap is 9.138 eV. The calculation puts the energy above the lowest of the compared OMol25 structures with the same formula, charge and spin at 39.0 kcal/mol.

The geometry in XYZ format:
```
21
Properties=species:S:1:pos:R:3:nbo_charge:R:1
C -3.577 0.455 0.565 -0.438
C -3.077 -0.436 -1.595 -0.060
C 2.764 0.547 1.257 -0.447
N 3.682 0.112 -1.085 -0.669
N -2.689 0.078 -0.516 -0.428
N 2.668 0.520 -0.192 -0.614
O 0.157 0.744 -0.199 -1.031
P 1.302 -0.134 -0.947 1.218
S 1.036 -2.091 0.168 -0.471
H -4.486 -0.020 0.274 0.175
H -3.300 0.108 1.555 0.216
H -3.541 1.459 0.756 0.212
H 1.479 -2.772 -0.916 0.141
H -4.251 -0.540 -1.734 0.134
H -2.291 -0.850 -2.316 0.200
H 3.610 1.360 1.398 0.190
H 1.747 0.943 1.524 0.244
H 3.129 -0.325 1.818 0.200
H 4.260 0.819 -1.513 0.360
H 4.258 -0.493 -0.507 0.343
H -0.649 0.878 -0.681 0.525
```

=====

4.
A molecular structure, C3H12N3P2 at a distorted geometry. Source: the Open Molecules 2025 dataset; level of theory: ωB97M-V/def2-TZVPD.

The HOMO energy is -13.099 eV. The total charge is +1. The spin multiplicity is 1. Its orbital gap is 9.477 eV. The calculation puts the energy above the lowest of the compared OMol25 structures with the same formula, charge and spin at 35.4 kcal/mol.

The geometry in XYZ format:
```
20
Properties=species:S:1:pos:R:3:nbo_charge:R:1
C -0.313 0.605 1.049 0.724
C 1.514 -1.028 -1.231 -0.640
C 0.189 -1.203 -0.522 -0.198
N -0.306 1.549 1.934 -0.781
N 0.215 -0.562 0.875 -0.647
N -1.568 1.083 -0.299 -0.922
P 1.535 -1.240 1.829 0.574
P -2.242 2.605 0.117 0.451
H 1.274 -1.085 -2.317 0.249
H 1.950 -0.098 -0.888 0.216
H 2.245 -1.864 -0.919 0.237
H -0.445 -0.561 -1.027 0.222
H -0.061 -2.302 -0.437 0.239
H 0.188 1.430 2.867 0.441
H -0.865 2.407 1.802 0.438
H -0.838 1.219 -1.072 0.386
H 0.890 -2.181 2.475 -0.024
H 1.633 -0.205 2.851 -0.028
H -3.540 2.166 0.591 0.005
H -2.677 2.955 -1.326 0.058
```

=====

> Which formula does entry 1 have?

C3H12N3O

=====

Copy entry 3 word for word.
A molecular structure, C3H12N3OPS at a distorted geometry. Source: the Open Molecules 2025 dataset; level of theory: ωB97M-V/def2-TZVPD.

The HOMO energy is -8.210 eV. The spin multiplicity is 1. Its orbital gap is 9.138 eV. The calculation puts the energy above the lowest of the compared OMol25 structures with the same formula, charge and spin at 39.0 kcal/mol.

The geometry in XYZ format:
```
21
Properties=species:S:1:pos:R:3:nbo_charge:R:1
C -3.577 0.455 0.565 -0.438
C -3.077 -0.436 -1.595 -0.060
C 2.764 0.547 1.257 -0.447
N 3.682 0.112 -1.085 -0.669
N -2.689 0.078 -0.516 -0.428
N 2.668 0.520 -0.192 -0.614
O 0.157 0.744 -0.199 -1.031
P 1.302 -0.134 -0.947 1.218
S 1.036 -2.091 0.168 -0.471
H -4.486 -0.020 0.274 0.175
H -3.300 0.108 1.555 0.216
H -3.541 1.459 0.756 0.212
H 1.479 -2.772 -0.916 0.141
H -4.251 -0.540 -1.734 0.134
H -2.291 -0.850 -2.316 0.200
H 3.610 1.360 1.398 0.190
H 1.747 0.943 1.524 0.244
H 3.129 -0.325 1.818 0.200
H 4.260 0.819 -1.513 0.360
H 4.258 -0.493 -0.507 0.343
H -0.649 0.878 -0.681 0.525
```